{"formula": "C27H24HoN3O5PS", "method": "wB97M-V/def2-TZVPD", "multiplicity": 5, "homo_lumo_gap_ev": [8.314, 8.405], "e_homo_ev": [-11.49, -11.49], "de_lowest_kj_mol": 36.9, "total_charge": 1, "species": ["Ho", "O", "C", "C", "C", "N", "C", "C", "C", "O", "O", "C", "O", "O", "H", "H", "H", "C", "P", "C", "C", "C", "C", "C", "C", "C", "C", "C", "C", "C", "C", "H", "H", "H", "H", "H", "H", "H", "H", "H", "H", "H", "H", "H", "N", "C", "S", "N", "C", "C", "C", "C", "C", "C", "H", "H", "H", "H", "H", "H", "H", "H"], "positions_angstrom": [[0.531473, -0.095600, -0.093700], [-3.577668, 3.012343, 3.559518], [-2.655538, 2.417608, 2.796089], [-1.346574, 2.182491, 3.234093], [-0.472996, 1.605630, 2.348504], [-0.838286, 1.307647, 1.097339], [-2.129555, 1.375914, 0.734626], [-3.074033, 1.945871, 1.545583], [-2.444485, 0.531273, -0.506315], [-3.453250, 0.667948, -1.138563], [-1.483659, -0.350760, -0.703597], [0.896242, 1.043282, 2.725671], [1.515956, 1.453508, 3.670320], [1.237955, 0.057005, 1.920107], [-3.206086, 3.283818, 4.407198], [-1.026645, 2.402165, 4.245163], [-4.112381, 1.991605, 1.248569], [0.577546, -2.533360, -4.452548], [0.238840, -1.616851, -2.905291], [1.298911, -0.096228, -3.123109], [2.513853, -0.079983, -3.797982], [3.250855, 1.088954, -3.899442], [2.800508, 2.264062, -3.308933], [1.575686, 2.282107, -2.665006], [0.816693, 1.115574, -2.586803], [1.309139, -2.546336, -1.677794], [0.821621, -2.725526, -0.368126], [1.576888, -3.383606, 0.598553], [2.800213, -3.931726, 0.257508], [3.257900, -3.830748, -1.051842], [2.533280, -3.125138, -2.000160], [1.630346, -2.681964, -4.685597], [0.107783, -1.982151, -5.267157], [0.090331, -3.505300, -4.376560], [2.890278, -0.981506, -4.264442], [4.188651, 1.086632, -4.440706], [3.390631, 3.168187, -3.376287], [1.184031, 3.209928, -2.267231], [-0.225239, 1.175954, -2.265336], [-0.222767, -2.481305, -0.144957], [1.182193, -3.509377, 1.598628], [3.381281, -4.466598, 0.998220], [4.187957, -4.311136, -1.333572], [2.924203, -3.042554, -3.006668], [4.263953, -0.899815, 1.702302], [4.321156, -0.924099, 0.371934], [3.277551, 0.067720, -0.540027], [5.215594, -1.679384, -0.271848], [6.243769, -2.543927, 0.199820], [6.227772, -3.165056, 1.444827], [7.273247, -4.009434, 1.801469], [8.317097, -4.254638, 0.926581], [8.313412, -3.652373, -0.325593], [7.284448, -2.801088, -0.686903], [3.563866, -0.300226, 2.120149], [5.028885, -1.215405, 2.274226], [5.202084, -1.522060, -1.268001], [5.398901, -3.053216, 2.127562], [7.258899, -4.483052, 2.774385], [9.121885, -4.918940, 1.210390], [9.117458, -3.842493, -1.023806], [7.290078, -2.323521, -1.660491]], "forces_ev_per_a": [[1.094, -0.287, -0.095], [0.037, -0.061, -0.039], [-0.105, 0.045, 0.077], [-0.024, 0.160, 0.065], [-0.014, 0.018, -0.209], [-0.267, -0.269, 0.382], [0.130, -0.081, 0.030], [-0.015, 0.153, -0.010], [0.156, 0.061, 0.292], [-0.076, 0.016, -0.029], [-0.744, 0.334, -0.163], [-0.224, -0.092, -0.097], [0.094, -0.050, 0.066], [0.184, 0.327, 0.549], [0.004, 0.006, 0.036], [0.002, 0.020, -0.021], [0.010, 0.007, 0.001], [0.034, -0.014, 0.008], [0.286, -0.158, -0.259], [-0.414, 0.005, 0.054], [0.024, 0.032, -0.035], [-0.002, 0.047, -0.009], [0.065, -0.040, -0.015], [-0.094, 0.034, 0.039], [0.054, -0.191, -0.377], [-0.374, -0.079, -0.002], [-0.070, -0.286, -0.429], [-0.055, -0.012, 0.101], [0.028, -0.042, -0.041], [-0.060, -0.041, -0.001], [0.070, 0.017, 0.036], [-0.008, -0.003, -0.016], [0.004, -0.003, -0.008], [0.005, -0.005, -0.005], [0.015, 0.011, 0.032], [-0.008, -0.001, 0.016], [-0.010, -0.011, -0.016], [0.004, -0.009, 0.017], [0.020, -0.038, 0.073], [0.002, 0.003, -0.044], [0.005, 0.023, 0.003], [-0.017, -0.012, -0.035], [0.004, 0.046, 0.027], [-0.006, -0.009, 0.021], [-0.005, 0.082, -0.066], [-0.169, 0.114, 0.790], [0.400, 0.141, -0.609], [0.209, 0.157, -0.011], [-0.153, 0.099, 0.048], [-0.022, -0.085, -0.020], [-0.012, 0.019, -0.004], [0.008, 0.001, -0.044], [-0.013, -0.021, 0.018], [0.079, 0.023, -0.025], [-0.041, 0.001, 0.004], [-0.009, -0.061, -0.006], [0.007, -0.037, -0.032], [-0.006, -0.031, -0.023], [-0.016, -0.003, -0.020], [-0.002, 0.025, 0.000], [-0.005, 0.004, 0.006], [0.010, 0.002, 0.022]]}

{"formula": "C27H24N2O4", "method": "wB97M-V/def2-TZVPD", "multiplicity": 1, "homo_lumo_gap_ev": 8.144, "e_homo_ev": -8.51, "de_lowest_kj_mol": 178.3, "species": ["O", "C", "N", "C", "C", "C", "C", "C", "N", "C", "C", "O", "C", "C", "C", "C", "C", "C", "C", "C", "C", "C", "C", "C", "C", "C", "C", "C", "C", "O", "C", "O", "C", "H", "H", "H", "H", "H", "H", "H", "H", "H", "H", "H", "H", "H", "H", "H", "H", "H", "H", "H", "H", "H", "H", "H", "H"], "positions_angstrom": [[-3.406363, -4.827540, -1.180228], [-2.746617, -3.858518, -0.868655], [-1.491595, -3.680296, -1.384866], [-0.517099, -2.738262, -1.034814], [0.268114, -2.166378, -2.031228], [1.220323, -1.215502, -1.710740], [1.409307, -0.815631, -0.395507], [2.426630, 0.231063, -0.026228], [3.281933, -0.261156, 1.041431], [4.127772, -1.381005, 0.657461], [5.357172, -0.945018, -0.150578], [6.109138, 0.029029, 0.542887], [5.318309, 1.155895, 0.856464], [4.093276, 0.755238, 1.688920], [0.646284, -1.415983, 0.601179], [-0.297859, -2.373758, 0.293374], [-3.248695, -2.785481, 0.035238], [-3.975074, -3.128331, 1.170717], [-4.450247, -2.134761, 2.008489], [-4.198958, -0.802436, 1.733285], [-3.487382, -0.445789, 0.588671], [-3.152254, 0.949597, 0.284279], [-1.946412, 1.280751, -0.241295], [-1.621277, 2.636489, -0.549139], [-0.397600, 3.033134, -1.100853], [-0.154508, 4.360416, -1.368126], [-1.126022, 5.320173, -1.091502], [-2.340178, 4.955301, -0.549456], [-2.592266, 3.612470, -0.277218], [-3.789388, 3.282214, 0.255662], [-4.143007, 1.997946, 0.562854], [-5.238957, 1.821115, 1.030832], [-3.040800, -1.447268, -0.268756], [-1.257254, -4.318065, -2.135971], [0.124890, -2.464002, -3.059903], [1.817154, -0.777926, -2.498726], [1.906238, 1.112473, 0.366664], [2.977338, 0.540948, -0.929825], [3.534917, -2.096933, 0.085981], [4.466091, -1.860789, 1.580953], [6.030265, -1.788196, -0.312169], [5.047018, -0.547087, -1.129969], [5.964375, 1.831598, 1.419035], [4.999010, 1.658362, -0.070871], [3.477625, 1.631774, 1.899550], [4.439644, 0.332359, 2.637404], [0.817356, -1.132372, 1.627702], [-0.869614, -2.842919, 1.078486], [-4.156326, -4.171163, 1.382495], [-5.014645, -2.400522, 2.889511], [-4.555449, -0.034907, 2.400701], [-1.196538, 0.521903, -0.418978], [0.342686, 2.276427, -1.315172], [0.789689, 4.662948, -1.794509], [-0.927782, 6.359329, -1.304474], [-3.104471, 5.683391, -0.330404], [-2.547931, -1.174376, -1.190091]], "forces_ev_per_a": [[-0.119, -0.084, 0.094], [-0.092, -0.032, -0.052], [0.194, -0.317, -0.468], [0.457, 0.281, 0.075], [-0.255, -0.165, 0.093], [0.076, 0.093, 0.187], [-0.014, 0.079, -0.176], [0.060, -0.007, 0.074], [-0.078, 0.079, 0.041], [0.313, -0.003, -0.110], [-0.269, -0.231, 0.018], [0.068, -0.030, 0.087], [-0.246, 0.123, 0.195], [0.300, 0.090, -0.100], [-0.023, 0.021, -0.113], [0.123, -0.081, -0.057], [-0.352, 0.091, 0.174], [0.153, -0.052, -0.225], [0.029, -0.004, 0.074], [0.050, -0.029, -0.031], [-0.119, -0.301, -0.037], [0.619, 0.199, -0.250], [-0.628, -0.168, 0.289], [-0.260, 0.556, 0.004], [-0.224, 0.016, 0.093], [0.138, 0.052, -0.057], [-0.013, -0.102, 0.018], [-0.206, -0.210, 0.109], [0.862, -0.009, -0.340], [-0.168, 0.218, 0.045], [-0.486, -0.194, 0.192], [0.377, 0.088, -0.157], [-0.257, 0.029, 0.140], [-0.140, 0.030, 0.153], [-0.063, -0.017, -0.109], [0.089, 0.050, -0.060], [0.085, 0.027, -0.079], [-0.102, 0.039, 0.033], [0.049, -0.071, 0.035], [0.025, -0.078, -0.074], [-0.084, 0.006, -0.067], [0.055, -0.034, 0.036], [-0.083, 0.046, -0.049], [0.052, -0.008, 0.057], [0.003, 0.015, 0.043], [0.027, 0.112, 0.012], [0.026, 0.009, 0.150], [-0.035, -0.030, 0.074], [-0.044, -0.096, 0.000], [-0.035, -0.021, 0.081], [-0.050, 0.045, 0.032], [0.055, -0.155, -0.002], [0.099, -0.092, -0.031], [0.082, 0.016, -0.038], [-0.001, 0.095, -0.012], [-0.093, 0.089, 0.029], [0.076, 0.029, -0.042]]}